{
  "formula": "C2H4BrNS",
  "method": "the ωB97M-V functional and the def2-TZVPD basis",
  "elements": ["Br", "S", "N", "C", "C", "H", "H", "H", "H"],
  "xyz": [[3.426, 1.267, -1.713], [0.250, 1.127, -1.325], [1.994, -0.689, -0.391], [1.801, 0.370, -0.991], [-0.681, 0.969, 0.229], [0.013, 1.478, 0.854], [-0.889, -0.061, 0.324], [-1.634, 1.458, 0.057], [2.996, -0.989, -0.160]],
  "forces_ev_per_angstrom": [[-0.692, 0.271, -0.104], [0.175, 0.570, -1.304], [1.000, -1.445, 1.527], [0.927, 0.246, -0.178], [0.513, 0.134, -1.725], [-0.297, -0.042, 1.498], [0.135, -1.050, 0.996], [0.154, 0.491, 0.076], [-1.916, 0.825, -0.788]],
  "multiplicity": 1,
  "homo_lumo_gap_ev": 10.06,
  "de_lowest_kj_mol": 17.1,
  "lumo_ev": 0.6,
  "fmax_ev_per_a": 2.3
}

***

{
  "formula": "C11H13FNO3PdS2",
  "method": "the ωB97M-V functional and the def2-TZVPD basis",
  "elements": ["Pd", "S", "S", "F", "O", "O", "O", "N", "C", "C", "C", "C", "C", "C", "C", "C", "C", "C", "C", "H", "H", "H", "H", "H", "H", "H", "H", "H", "H", "H", "H", "H"],
  "xyz": [[0.885, 0.827, 0.220], [3.093, 0.012, 1.692], [2.880, 2.023, -0.193], [-2.516, -1.079, -3.627], [-0.050, -1.297, 0.414], [3.128, -0.524, -0.962], [-2.080, -2.076, 1.130], [-0.359, 0.186, 3.098], [-0.855, 0.425, -2.958], [-2.050, -0.237, -2.713], [-0.659, 2.545, 0.121], [-1.002, -1.577, 1.139], [3.338, -1.914, -0.635], [2.916, 0.316, 0.026], [-0.391, 1.338, -2.037], [-1.104, 1.570, -0.809], [-2.298, 0.821, -0.592], [-2.777, -0.043, -1.538], [-0.633, -1.152, 2.961], [-1.125, 0.758, 3.420], [-1.565, -1.483, 3.403], [-2.850, 0.970, 0.328], [-1.271, 2.760, 0.986], [-3.707, -0.577, -1.398], [-0.004, 3.336, -0.217], [0.461, 1.964, -2.276], [0.213, -1.814, 3.113], [0.532, 0.443, 3.493], [4.187, -2.014, 0.041], [3.541, -2.411, -1.576], [-0.324, 0.235, -3.881], [2.445, -2.332, -0.170]],
  "forces_ev_per_angstrom": [[-0.158, -0.528, 0.815], [-0.473, 0.380, -0.359], [-0.035, -0.178, 0.142], [-0.046, -0.074, -0.033], [-0.305, 0.358, 0.752], [0.082, 0.226, -0.037], [0.138, 0.148, 0.156], [-0.272, -0.495, 0.342], [-0.034, -0.144, -0.122], [0.277, 0.118, 0.133], [-0.262, 0.202, -0.239], [0.146, -0.324, -0.906], [-0.035, -0.222, 0.149], [0.889, -0.502, -0.251], [-0.352, 0.279, 0.133], [0.052, 0.197, -0.395], [0.037, -0.055, 0.046], [-0.032, -0.070, 0.019], [0.093, 0.352, 0.378], [0.048, 0.108, -0.061], [-0.056, -0.069, -0.221], [-0.026, 0.044, -0.011], [0.081, -0.068, 0.063], [0.017, -0.028, 0.017], [0.025, -0.002, 0.060], [0.025, -0.050, -0.011], [0.018, 0.004, -0.094], [0.202, 0.156, -0.308], [0.027, 0.049, -0.058], [-0.007, 0.066, -0.025], [-0.036, 0.050, -0.029], [-0.030, 0.073, -0.044]],
  "multiplicity": 5,
  "homo_lumo_gap_ev": [7.04, 6.45],
  "de_lowest_kj_mol": 83.9,
  "s_squared": 6.06,
  "total_charge": 1,
  "lumo_ev": [-3.6, -6.4],
  "fmax_ev_per_a": 1.1
}

***

{
  "formula": "C4H4S2",
  "method": "the ωB97M-V functional and the def2-TZVPD basis",
  "elements": ["S", "S", "C", "C", "C", "C", "H", "H", "H", "H"],
  "xyz": [[0.108, -1.906, -0.165], [-3.324, 0.533, 0.150], [-2.038, -0.231, -0.491], [-0.867, -0.495, 0.270], [0.833, 2.248, -0.525], [0.377, 1.156, -0.358], [1.304, 3.171, -0.729], [-0.862, -0.237, 1.321], [1.087, -1.662, 0.709], [-2.054, -0.572, -1.524]],
  "forces_ev_per_angstrom": [[-0.458, -0.241, -0.040], [0.574, -0.459, -0.355], [-2.020, 0.759, -0.369], [4.185, 2.079, -0.232], [0.465, 0.672, -0.243], [-2.807, -3.207, 1.308], [0.149, 0.297, -0.041], [-0.185, 0.060, -0.109], [0.008, 0.022, 0.086], [0.089, 0.017, -0.005]],
  "multiplicity": 1,
  "homo_lumo_gap_ev": 7.69,
  "de_lowest_kj_mol": 481.0,
  "lumo_ev": -1.7,
  "fmax_ev_per_a": 4.7
}

***

{
  "formula": "C31H43F6Sn",
  "method": "the ωB97M-V functional and the def2-TZVPD basis",
  "elements": ["Sn", "F", "F", "F", "F", "F", "F", "C", "C", "C", "C", "C", "C", "C", "C", "C", "C", "C", "C", "C", "C", "C", "C", "C", "C", "C", "C", "C", "C", "C", "C", "C", "C", "C", "C", "C", "C", "C", "H", "H", "H", "H", "H", "H", "H", "H", "H", "H", "H", "H", "H", "H", "H", "H", "H", "H", "H", "H", "H", "H", "H", "H", "H", "H", "H", "H", "H", "H", "H", "H", "H", "H", "H", "H", "H", "H", "H", "H", "H", "H", "H"],
  "xyz": [[2.685, 1.200, 1.591], [-3.920, 2.434, 2.046], [-5.968, 1.723, 2.399], [-6.989, -6.456, -5.775], [-6.498, -4.777, -7.109], [-5.529, 3.004, 0.668], [-5.017, -6.357, -6.744], [-5.381, -0.714, -1.204], [5.079, 0.324, -0.286], [1.713, 3.572, 6.640], [2.590, 4.686, -2.564], [6.364, -0.469, -0.587], [-6.111, -3.674, -4.562], [-5.983, -5.599, -6.145], [-5.042, 1.970, 1.418], [1.071, 0.381, 0.310], [-4.767, 0.750, 0.597], [2.261, 4.475, -1.089], [-5.456, -4.830, -4.970], [-5.612, -2.930, -3.504], [1.772, 2.217, 5.939], [-3.423, -1.172, 0.149], [1.669, -2.075, -0.206], [-3.831, -2.679, -1.696], [-3.843, -4.570, -3.219], [-0.275, -1.514, 1.213], [2.098, 2.350, 4.445], [0.769, -1.071, 0.469], [6.248, -1.977, -0.386], [-4.332, -5.296, -4.286], [2.169, 1.019, 3.688], [-4.241, -1.539, -0.963], [3.296, 3.609, -0.358], [-3.676, -0.056, 0.914], [-5.627, 0.418, -0.444], [2.939, 3.306, 1.109], [-4.452, -3.348, -2.785], [4.550, 0.186, 1.145], [7.182, -2.458, -0.689], [1.996, 3.772, 1.427], [-3.850, -6.215, -4.604], [-0.922, -0.816, 1.747], [1.069, -2.880, -0.659], [-7.008, -3.347, -5.085], [1.477, 0.621, -0.684], [6.067, -2.233, 0.662], [2.530, 1.586, 6.417], [2.676, 4.088, 6.582], [1.464, 3.437, 7.694], [2.275, -1.611, -0.997], [4.263, 4.140, -0.376], [3.561, 5.176, -2.691], [6.646, -0.265, -1.628], [-0.402, -2.588, 1.384], [2.204, 5.447, -0.584], [-6.089, -0.949, -1.989], [0.952, 4.216, 6.189], [5.444, -2.410, -0.993], [-6.487, 1.046, -0.661], [4.305, 0.028, -1.013], [5.257, 0.615, 1.870], [2.359, -2.560, 0.505], [2.934, 0.356, 4.110], [3.742, 3.646, 1.777], [-2.961, -4.935, -2.691], [-3.034, 0.206, 1.750], [1.339, 3.000, 3.985], [3.459, 2.679, -0.927], [0.813, 1.700, 6.052], [5.299, 1.385, -0.484], [1.205, 0.494, 3.693], [0.229, 1.033, 0.583], [1.828, 5.321, -3.022], [-2.557, -1.789, 0.392], [2.611, 3.737, -3.109], [1.266, 4.020, -0.999], [7.176, -0.084, 0.041], [4.361, -0.859, 1.426], [-6.126, -2.009, -3.258], [-2.908, -3.142, -1.354], [3.057, 2.883, 4.351]],
  "forces_ev_per_angstrom": [[-0.228, -0.101, -0.408], [-0.671, 0.001, -0.064], [0.318, 0.573, -0.178], [0.276, 0.142, -0.648], [0.049, -0.683, 0.309], [0.077, -0.308, 0.620], [-0.696, 0.175, 0.115], [-0.186, 0.213, 0.081], [0.060, 0.065, -0.034], [-0.025, -0.139, 0.059], [-0.122, 0.040, 0.093], [-0.231, 0.118, 0.043], [0.352, 0.162, 0.303], [0.346, 0.482, 0.684], [0.190, -0.590, -0.476], [0.675, 0.456, 0.325], [-0.284, 1.154, 0.491], [0.144, -0.131, 0.113], [-0.404, -0.523, -0.972], [-0.207, -0.201, -0.211], [0.031, 0.001, -0.291], [0.066, 0.309, 0.350], [0.224, -0.305, -0.228], [-0.437, 0.030, -0.238], [-0.191, -0.303, -0.408], [1.304, 0.349, -0.186], [0.006, -0.013, 0.014], [-1.109, -0.311, 0.929], [0.098, -0.032, -0.030], [0.174, 0.480, 0.445], [0.096, -0.047, -0.259], [0.258, -0.373, -0.152], [0.102, 0.043, -0.105], [0.086, -0.511, -0.421], [0.337, -0.450, -0.039], [-0.047, -0.383, 0.233], [0.393, 0.160, 0.357], [-0.186, 0.056, 0.272], [-0.089, -0.050, 0.056], [0.292, 0.183, -0.128], [0.010, 0.107, 0.050], [0.096, -0.249, -0.207], [0.228, 0.309, 0.116], [0.217, 0.002, 0.060], [-0.505, -0.039, 0.067], [-0.021, 0.023, -0.138], [-0.053, 0.005, -0.027], [-0.081, -0.020, -0.011], [0.012, 0.120, -0.020], [-0.146, -0.133, 0.170], [-0.210, -0.152, -0.114], [-0.061, -0.058, 0.012], [0.028, -0.019, 0.110], [-0.173, 0.424, -0.161], [-0.041, -0.098, -0.021], [0.239, 0.136, 0.279], [0.076, -0.046, 0.037], [0.039, 0.100, 0.095], [0.107, -0.086, 0.014], [0.122, 0.032, 0.167], [0.069, -0.259, -0.144], [-0.146, 0.258, -0.172], [-0.234, 0.048, 0.149], [-0.311, 0.088, -0.029], [-0.218, 0.153, -0.068], [-0.052, -0.040, -0.111], [0.150, -0.083, 0.040], [-0.111, 0.280, 0.018], [0.071, 0.010, -0.008], [-0.131, -0.219, 0.010], [0.171, 0.023, 0.207], [0.069, -0.281, -0.388], [0.097, -0.041, -0.090], [-0.335, 0.114, -0.196], [0.016, 0.087, 0.067], [0.113, -0.003, 0.025], [-0.052, -0.015, -0.040], [0.231, 0.128, -0.091], [0.156, -0.349, -0.113], [-0.125, 0.037, 0.058], [-0.152, -0.037, -0.020]],
  "multiplicity": 1,
  "homo_lumo_gap_ev": 4.59,
  "de_lowest_kj_mol": 0.0,
  "total_charge": -1,
  "lumo_ev": 1.9,
  "fmax_ev_per_a": 1.5
}

***

{
  "formula": "C2H4CeO3",
  "method": "the ωB97M-V functional and the def2-TZVPD basis",
  "elements": ["Ce", "O", "O", "O", "C", "C", "H", "H", "H", "H"],
  "xyz": [[0.503, 2.147, -0.073], [1.499, -0.046, -0.014], [-0.580, 1.076, 1.672], [-0.351, 0.602, -1.616], [0.560, -0.963, -0.149], [-0.238, -0.621, -1.334], [-0.474, -0.271, 1.500], [0.958, -1.994, -0.142], [-1.293, 1.479, 2.173], [-0.585, -1.408, -2.017]],
  "forces_ev_per_angstrom": [[0.497, -2.379, -0.327], [-1.400, 1.603, 1.358], [1.573, -3.115, -1.961], [-0.121, -0.046, 0.546], [2.117, -0.204, -2.023], [-0.324, 0.429, 0.284], [-0.589, 4.042, 0.430], [-0.664, 0.139, 0.829], [-0.736, -0.739, 0.726], [-0.354, 0.269, 0.138]],
  "multiplicity": 3,
  "homo_lumo_gap_ev": [7.52, 8.75],
  "de_lowest_kj_mol": 116.5,
  "s_squared": 2.00,
  "total_charge": 2,
  "lumo_ev": [-10.1, -10.7],
  "fmax_ev_per_a": 4.1
}

***

{
  "formula": "C3H6N4O2",
  "method": "the ωB97M-V functional and the def2-TZVPD basis",
  "elements": ["O", "O", "N", "N", "N", "N", "C", "C", "C", "H", "H", "H", "H", "H", "H"],
  "xyz": [[-2.440, -0.969, 0.954], [-3.154, 0.862, 0.124], [1.055, 0.962, 0.746], [-1.064, 0.410, -0.182], [0.586, 2.006, 0.334], [-2.296, 0.060, 0.356], [0.158, -0.127, 0.585], [0.955, -1.174, -0.213], [-0.699, 1.827, -0.262], [1.303, -0.737, -1.190], [0.324, -2.001, -0.703], [-1.324, 2.580, 0.138], [-0.038, -0.676, 1.441], [1.856, -1.652, 0.244], [-0.697, 2.062, -1.268]],
  "forces_ev_per_angstrom": [[0.638, -0.924, 0.167], [-1.306, 0.835, -0.290], [0.179, 0.134, 1.427], [2.516, -0.988, 1.972], [0.657, 0.812, -0.670], [0.239, 1.089, 0.081], [0.431, -1.969, -3.161], [-0.082, -1.294, -3.425], [-0.926, -0.305, 0.192], [0.075, 0.155, 1.011], [0.411, 0.971, 1.514], [-1.356, 0.213, 0.984], [-1.119, -0.149, 2.269], [-1.006, 0.713, 0.156], [0.651, 0.709, -2.226]],
  "multiplicity": 1,
  "homo_lumo_gap_ev": 10.78,
  "de_lowest_kj_mol": 580.5,
  "lumo_ev": 0.5,
  "fmax_ev_per_a": 3.7
}